Density functional theory data (ωB97M-V/def2-TZVPD) for C38H42Br2F5KN5OSSi as an isolated structure at a distorted geometry.

HOMO	-3.9	eV
LUMO energy	1.91	eV
net charge	-1
DFT total energy	-8757.3152	Ha

Element x y z (Å)
K -0.42 0.43 -0.86
C 1.76 -3.22 1.56
C 1.35 -2.22 0.47
N 2.26 -2.12 -0.65
C 3.57 -1.57 -0.38
C 3.58 -0.04 -0.44
C 2.10 -3.08 -1.72
C 0.81 -2.86 -2.51
N 0.57 -1.47 -2.79
C 0.85 -0.90 -3.96
C 0.68 0.52 -4.06
F 0.38 1.17 -2.90
C 0.84 1.25 -5.20
F 0.64 2.58 -5.15
C 1.21 0.66 -6.40
C 1.44 -0.70 -6.34
F 1.84 -1.35 -7.46
C 1.29 -1.46 -5.20
F 1.56 -2.79 -5.29
H 1.00 -3.23 2.36
H 1.84 -4.23 1.16
H 2.71 -2.96 2.02
H 0.36 -2.48 0.09
H 1.25 -1.23 0.93
H 3.95 -1.91 0.60
H 4.27 -1.96 -1.12
H 2.97 0.39 0.36
H 4.60 0.35 -0.35
H 3.16 0.28 -1.39
H 2.95 -2.95 -2.40
H 2.13 -4.13 -1.36
H 0.85 -3.52 -3.38
H -0.03 -3.23 -1.90
H 1.33 1.22 -7.31
Br -4.21 -1.93 5.25
C -3.35 -1.27 3.70
C -2.48 -0.21 3.79
C -1.86 0.21 2.62
N -2.07 -0.37 1.44
C -2.94 -1.38 1.37
C -3.60 -1.88 2.48
C -3.18 -1.94 -0.01
C -4.33 -2.67 -0.30
C -4.50 -3.11 -1.60
Br -6.05 -4.11 -2.04
C -3.56 -2.83 -2.57
C -2.46 -2.09 -2.18
N -2.27 -1.65 -0.93
H -2.26 0.28 4.73
H -1.15 1.02 2.64
H -4.27 -2.72 2.42
H -5.08 -2.87 0.45
H -3.69 -3.15 -3.59
H -1.67 -1.82 -2.88
C -2.82 4.24 -3.13
Si -3.11 2.88 -1.86
C -4.79 3.22 -1.07
C -3.31 1.27 -2.81
N -1.85 2.66 -0.76
C -1.39 3.55 0.13
C -1.89 4.86 0.37
C -1.38 5.72 1.33
C -0.32 5.35 2.14
C 0.23 4.09 1.95
C -0.29 3.25 0.99
F 0.33 2.02 0.84
H -3.38 4.04 -4.05
H -1.76 4.30 -3.39
H -3.13 5.22 -2.76
H -5.59 3.22 -1.82
H -4.81 4.19 -0.57
H -5.01 2.46 -0.32
H -4.04 1.37 -3.62
H -3.66 0.48 -2.13
H -2.36 0.95 -3.25
H -2.72 5.19 -0.25
H -1.83 6.71 1.44
H 0.07 6.02 2.90
H 1.04 3.73 2.57
C 3.19 1.87 3.25
S 2.20 0.38 3.15
O 1.01 0.59 4.04
C 3.31 -0.70 4.04
C 2.88 -1.20 5.26
C 3.69 -2.09 5.95
C 4.91 -2.48 5.41
C 5.32 -1.98 4.18
C 4.52 -1.09 3.49
H 3.06 2.27 4.25
H 2.83 2.57 2.49
H 4.24 1.63 3.05
H 1.91 -0.88 5.64
H 3.36 -2.49 6.90
H 5.54 -3.18 5.95
H 6.27 -2.29 3.76
H 4.83 -0.71 2.52

---

Density functional theory data (ωB97M-V/def2-TZVPD) for C38H42F5HfN3O2P3S2Se as an isolated structure at a distorted geometry.

HOMO (alpha / beta)	-12.7 / -12.7	eV
LUMO energy (alpha / beta)	-5.26 / -6.92	eV
net charge	+2
spin multiplicity	2
<S²>	0.778
DFT total energy	-6556.6381	Ha

Element x y z (Å)
Hf -0.20 0.55 1.07
C 2.87 -1.22 4.85
C 1.39 -1.47 4.68
O 1.25 -2.62 3.73
P 0.87 -2.39 2.19
S -1.08 -1.91 2.09
S 1.93 -1.05 1.28
O 1.17 -3.77 1.46
C 0.80 -5.03 2.05
C 1.97 -6.01 2.01
H 2.93 -0.51 5.70
H 3.37 -0.81 3.98
H 3.34 -2.19 5.02
H 0.77 -0.62 4.34
H 1.06 -1.86 5.62
H -0.06 -5.42 1.47
H 0.46 -4.79 3.06
H 2.28 -6.24 1.00
H 1.69 -6.87 2.60
H 2.82 -5.56 2.53
N -3.21 0.55 -0.54
P -2.67 1.74 0.46
C -3.15 3.36 -0.30
C -2.87 4.51 0.47
C -3.32 5.77 0.15
C -4.06 5.85 -0.99
C -4.24 4.78 -1.82
C -3.68 3.53 -1.61
C -3.77 1.65 1.86
C -3.41 1.03 3.07
C -4.37 0.74 4.02
C -5.70 1.11 3.84
C -6.04 1.83 2.70
C -5.09 2.06 1.72
P -2.11 -0.64 -1.13
C -3.14 -2.15 -1.12
C -2.72 -3.27 -1.79
C -3.48 -4.46 -1.77
C -4.79 -4.40 -1.28
C -5.22 -3.19 -0.66
C -4.42 -2.10 -0.59
C -2.15 -0.34 -2.92
C -3.31 -0.46 -3.69
C -3.46 0.11 -4.96
C -2.31 0.65 -5.62
C -1.13 0.71 -4.88
C -1.06 0.18 -3.57
H -4.20 0.58 -0.80
H -2.28 4.24 1.37
H -3.15 6.69 0.74
H -4.56 6.78 -1.21
H -4.83 4.99 -2.69
H -3.78 2.69 -2.32
H -2.39 0.86 3.27
H -4.09 0.18 4.91
H -6.38 0.79 4.66
H -7.03 2.11 2.43
H -5.38 2.56 0.84
H -1.71 -3.33 -2.11
H -3.00 -5.33 -2.22
H -5.43 -5.27 -1.50
H -6.21 -3.17 -0.13
H -4.80 -1.27 0.03
H -4.22 -1.00 -3.28
H -4.39 0.03 -5.49
H -2.40 1.07 -6.59
H -0.15 1.08 -5.31
H -0.11 0.10 -3.10
N 8.43 -0.96 -2.80
C 7.84 0.09 -3.73
C 6.28 0.05 -3.68
N 5.75 0.03 -2.29
C 6.38 -1.00 -1.50
C 7.89 -0.91 -1.41
H 9.44 -0.77 -2.86
H 8.18 -1.87 -3.22
H 8.21 -0.10 -4.73
H 8.20 1.04 -3.32
H 5.97 -0.83 -4.25
H 5.98 0.95 -4.22
H 5.62 0.99 -1.95
H 6.15 -1.99 -1.90
H 5.88 -1.17 -0.54
H 8.38 -1.70 -0.88
H 8.21 0.05 -0.98
F 3.22 4.37 4.18
C 2.63 3.60 3.33
C 2.06 3.95 1.98
F -0.36 1.38 2.96
C 1.07 3.51 1.04
F -0.03 4.27 0.66
C 1.22 2.27 0.57
Se 0.86 1.52 -1.21
C 2.56 2.37 1.58
F 3.83 2.53 0.93
C 2.73 2.29 3.11
F 3.18 1.32 3.90

---

Density functional theory data (ωB97M-V/def2-TZVPD) for C38H42FN2PdTe2 as an isolated structure.

HOMO (alpha / beta)	-9.6 / -10.6	eV
LUMO energy (alpha / beta)	-1.88 / -4.46	eV
net charge	+1
spin multiplicity	3
<S²>	2.040
DFT total energy	-2346.2921	Ha

Element x y z (Å)
Pd 0.74 -0.23 -0.76
C -1.46 1.64 0.27
C -1.72 1.01 1.64
C -2.32 -0.39 1.54
C -0.48 1.09 2.52
C -0.50 2.04 3.53
C 0.57 2.20 4.41
C 1.68 1.40 4.26
C 1.75 0.42 3.27
C 3.06 -0.33 3.11
C 3.41 -1.15 4.35
C 4.19 0.64 2.76
C 0.65 0.27 2.41
N 0.72 -0.77 1.42
C 0.77 -2.04 1.92
C 0.23 -2.40 3.17
C 0.19 -3.71 3.59
C 0.73 -4.71 2.78
C 1.30 -4.39 1.55
C 1.31 -3.08 1.14
F 1.92 -2.77 -0.02
H -2.33 1.56 -0.38
H -0.60 1.13 -0.22
H -1.18 2.69 0.36
H -2.47 1.63 2.13
H -1.68 -1.06 0.97
H -3.29 -0.34 1.03
H -2.49 -0.82 2.52
H -1.38 2.66 3.65
H 0.53 2.94 5.19
H 2.53 1.53 4.92
H 2.96 -1.04 2.28
H 3.53 -0.51 5.22
H 4.35 -1.69 4.20
H 2.63 -1.89 4.57
H 4.43 1.27 3.62
H 3.92 1.30 1.94
H 5.10 0.09 2.50
H -0.21 -1.62 3.78
H -0.25 -3.96 4.54
H 0.71 -5.74 3.11
H 1.75 -5.14 0.91
Te 1.42 0.68 -3.24
C 1.90 2.62 -2.60
C 3.21 3.08 -2.74
C 3.54 4.36 -2.32
C 2.57 5.18 -1.77
C 1.27 4.73 -1.64
C 0.93 3.45 -2.05
C 0.04 1.21 -4.72
C -1.30 1.38 -4.40
C -2.20 1.76 -5.39
C -1.74 1.98 -6.69
C -0.40 1.81 -6.99
C 0.50 1.42 -6.01
H 3.97 2.45 -3.20
H 4.56 4.71 -2.43
H 2.83 6.18 -1.45
H 0.51 5.37 -1.22
H -0.09 3.09 -1.94
H -1.65 1.21 -3.39
H -3.24 1.89 -5.15
H -2.44 2.28 -7.46
H -0.05 1.98 -8.00
H 1.54 1.29 -6.26
C -1.74 -3.44 -0.45
Te -0.75 -2.20 -1.87
C -2.63 -1.26 -2.19
C -3.61 -1.96 -1.28
C -4.94 -1.55 -1.24
C -5.84 -2.16 -0.39
C -5.42 -3.19 0.44
C -4.10 -3.60 0.41
C -3.18 -2.99 -0.45
H -1.27 -3.32 0.53
H -1.63 -4.48 -0.76
H -2.89 -1.36 -3.24
H -2.53 -0.21 -1.95
H -5.27 -0.74 -1.89
H -6.87 -1.83 -0.37
H -6.12 -3.67 1.11
H -3.77 -4.40 1.06
N 3.13 0.12 -0.56
H 3.60 -0.49 -1.21
H 3.41 -0.16 0.37
H 3.47 1.06 -0.70